--- P ---
The following is a DFT calculation (ωB97M-V with the def2-TZVPD basis set) of the ion C7H10N with charge +1.

Properties
Frontier orbital gap = 8.856 eV

Structure (ORCA input):
```
! wB97M-V def2-TZVPD RIJCOSX def2/J DEFGRID3
* xyz 1 1
C 0.15424 -2.46532 0.34060
C -0.39812 0.75186 -0.60593
C -2.28766 -0.95325 0.09450
C -1.17227 -0.49581 -0.85992
C 0.53928 0.66334 0.51469
C -0.91440 -1.54297 0.18205
C 1.99658 0.87234 0.43490
N 0.40036 -1.33900 0.89543
H 0.64898 -3.46463 0.33476
H 0.31280 1.10639 -1.46300
H -1.27657 1.45238 -0.48971
H -2.48346 -0.24762 0.82073
H -3.03759 -1.72036 -0.15297
H -1.46993 -0.78736 -1.84333
H 0.32140 0.81077 1.49029
H 2.13267 1.86415 0.18251
H 2.25610 0.23154 -0.31270
H 2.56185 0.83844 1.25845
*
```

=====

--- Q ---
The following is a DFT calculation (ωB97M-V with the def2-TZVPD basis set) of a cluster of 2 separate species, C7H10N in total.

Properties
Frontier orbital gap = 8.946 eV

Structure (ORCA input):
```
! wB97M-V def2-TZVPD RIJCOSX def2/J DEFGRID3
* xyz 1 1
C -1.48781 -1.07785 0.10003
C -1.19046 -0.15640 1.16269
C 0.10619 0.44171 1.65844
C -0.22251 1.09649 0.57636
C 2.48262 0.02890 -0.05184
C 2.20825 -1.00254 -0.61384
C -0.38941 1.72731 -0.67988
N -0.50335 -1.46045 -0.66864
H -2.48250 -1.49625 0.05942
H -2.07044 -0.14802 1.86466
H 0.81447 0.41193 2.45045
H 2.72114 0.92099 0.45798
H 1.92697 -1.82099 -1.26358
H -0.56298 2.78655 -0.47413
H -1.32931 1.47428 -1.15714
H 0.28773 1.44416 -1.40349
H -0.86321 -1.71565 -1.56689
H 0.55461 -1.45417 -0.45059
*
```

=====

In kcal/mol, relative to the most stable structure: P 5.1; Q 0.0.

=====

--- P ---
The following is a DFT calculation (ωB97M-V with the def2-TZVPD basis set) of a structure of composition C2H6INO.

Properties
Frontier orbital gap (alpha / beta) = 8.252 / 8.372 eV

Structure (ORCA input):
```
! wB97M-V def2-TZVPD RIJCOSX def2/J DEFGRID3
* xyz 0 1
C -0.15213 1.75047 0.03564
C -0.79231 -1.36548 0.01449
N 1.11308 -0.25169 -0.60344
O 0.60238 -1.16162 0.16351
I 3.00231 0.20434 0.01225
H 0.68415 2.21629 -0.35048
H -1.07516 1.66053 -0.46295
H -0.20811 1.48957 1.14966
H -1.24835 -0.48057 -0.44866
H -1.23349 -1.67135 0.99644
H -0.69238 -2.39049 -0.50646
*
```

=====

--- Q ---
The following is a DFT calculation (ωB97M-V with the def2-TZVPD basis set) of a structure of composition C2H6INO.

Properties
Frontier orbital gap (alpha / beta) = 7.169 / 7.168 eV

Structure (ORCA input):
```
! wB97M-V def2-TZVPD RIJCOSX def2/J DEFGRID3
* xyz 0 1
C -1.02246 -1.53233 -0.08416
C 1.41400 1.21524 -0.03009
N -0.49205 -0.19944 -0.62656
O 0.65397 -0.03081 0.10216
I -2.20104 1.44728 0.63896
H -0.82199 -1.65624 1.08835
H -2.11831 -1.53417 -0.28450
H -0.45655 -2.36740 -0.57754
H 2.45896 0.98349 -0.22664
H 1.31265 1.80358 0.84549
H 1.27283 1.87080 -0.84547
*
```

=====

In kcal/mol, relative to the most stable structure: P 51.2; Q 0.0.

=====

--- P ---
The following is a DFT calculation (ωB97M-V with the def2-TZVPD basis set) of a structure of composition C10H20Cl10.

Properties
Frontier orbital gap = 7.460 eV

Structure (ORCA input):
```
! wB97M-V def2-TZVPD RIJCOSX def2/J DEFGRID3
* xyz 0 1
Cl -12.32922 -16.54536 5.31983
C -12.46571 -16.61173 7.11474
C -12.28537 -15.19086 7.78565
Cl -13.88950 -14.29491 7.84848
H -11.68459 -17.23545 7.54938
H -13.38003 -17.08737 7.46955
H -11.45863 -14.55007 7.47905
H -12.13185 -15.41169 8.84195
Cl -10.20493 -14.31235 3.38015
C -11.87398 -14.51918 3.92157
C -11.97960 -14.02001 5.35332
Cl -11.90785 -12.23961 5.47809
H -12.07309 -15.58928 3.86394
H -12.47724 -13.89744 3.26004
H -11.11915 -14.40161 5.90295
H -12.85021 -14.33493 5.92861
Cl -5.02528 -13.49785 2.02026
C -6.38112 -14.56008 2.36501
C -6.06598 -15.54270 3.51731
Cl -4.91004 -16.84644 2.95485
H -6.64615 -15.04151 1.42369
H -7.23477 -13.89752 2.50783
H -6.99100 -16.00547 3.86124
H -5.55133 -15.02525 4.32694
Cl -4.07433 -19.39352 5.63014
C -4.68910 -19.04270 3.99286
C -6.23365 -18.71440 4.03353
Cl -6.59011 -17.30977 5.17255
H -4.56064 -19.91530 3.35242
H -4.09908 -18.20318 3.62519
H -6.80935 -19.54247 4.44704
H -6.58289 -18.49690 3.02416
Cl -10.19180 -15.13691 6.72836
C -8.78271 -16.15237 6.22152
C -7.67775 -15.39792 5.50578
Cl -8.38136 -14.65082 4.03529
H -9.17634 -16.99207 5.64876
H -8.30416 -16.52187 7.12847
H -6.81281 -16.03517 5.32168
H -7.21259 -14.67802 6.17918
*
```

=====

--- Q ---
The following is a DFT calculation (ωB97M-V with the def2-TZVPD basis set) of a cluster of 5 separate species, C10H20Cl10 in total.

Properties
Frontier orbital gap = 10.933 eV
SMILES = ClCCCl.ClCCCl.ClCCCl.ClCCCl.ClCCCl

Structure (ORCA input):
```
! wB97M-V def2-TZVPD RIJCOSX def2/J DEFGRID3
* xyz 0 1
Cl -11.01708 4.66732 5.47954
C -12.13782 5.98440 5.21868
C -13.42852 5.79127 6.02217
Cl -13.13490 6.05425 7.76004
H -12.44059 5.95545 4.17282
H -11.62804 6.90566 5.47900
H -13.83826 4.80400 5.82342
H -14.16046 6.50038 5.63390
Cl -4.55515 11.25676 5.75866
C -5.84278 11.98466 6.76413
C -6.60152 10.89323 7.46334
Cl -7.78265 11.51131 8.64524
H -6.40816 12.66046 6.12604
H -5.40419 12.65154 7.51057
H -5.92794 10.21964 7.98775
H -7.17505 10.25992 6.78611
Cl -11.02464 11.39556 5.47662
C -9.84344 10.88249 4.22684
C -10.05790 9.43525 3.82029
Cl -9.63729 8.39219 5.21272
H -8.85332 10.97691 4.67368
H -9.93465 11.64074 3.45457
H -9.51405 9.12511 2.93555
H -11.12730 9.28894 3.67234
Cl -11.77086 8.85493 0.79848
C -13.21397 7.93797 0.31025
C -13.73174 7.07802 1.43755
Cl -14.17039 8.05975 2.84523
H -12.93242 7.34140 -0.55912
H -13.99218 8.59160 -0.08359
H -12.99562 6.33242 1.73247
H -14.64145 6.55070 1.15665
Cl -13.11127 14.04161 6.71049
C -11.89121 13.97692 8.00631
C -11.29918 15.34557 8.31780
Cl -12.50209 16.60056 8.67158
H -11.11149 13.26619 7.74114
H -12.38016 13.58730 8.89769
H -10.65404 15.69032 7.51736
H -10.75046 15.23394 9.25136
*
```

=====

In kcal/mol, relative to the most stable structure: P 472.7; Q 0.0.

=====

--- P ---
The following is a DFT calculation (ωB97M-V with the def2-TZVPD basis set) of the molecule C2H8Cl2OSi2.

Properties
Frontier orbital gap = 11.228 eV
SMILES = C[Si](C)(Cl)O[SiH2]Cl

Structure (ORCA input):
```
! wB97M-V def2-TZVPD RIJCOSX def2/J DEFGRID3
* xyz 0 1
C 1.85870 -0.33715 1.15118
Si 0.57447 -0.38651 -0.37602
C 0.75202 1.24580 -1.17977
Cl 0.94246 -2.01370 -1.58605
O -0.95549 -0.70001 0.28081
Si -2.57099 -0.59850 0.44505
Cl -3.38803 0.45515 -0.99398
H 2.14526 -1.33002 1.32362
H 2.75286 0.30406 0.90869
H 1.35763 0.12514 1.99076
H 0.49458 1.40949 -2.23182
H 0.17035 2.11319 -0.64644
H 1.73452 1.42005 -0.87407
H -2.81787 0.24308 1.59326
H -3.05048 -1.95004 0.19477
*
```

=====

--- Q ---
The following is a DFT calculation (ωB97M-V with the def2-TZVPD basis set) of a cluster of 2 separate species, C2H8Cl2OSi2 in total.

Properties
Frontier orbital gap = 9.566 eV
SMILES = C[Si](C)(Cl)Cl.O=[SiH2]

Structure (ORCA input):
```
! wB97M-V def2-TZVPD RIJCOSX def2/J DEFGRID3
* xyz 0 1
C 0.66875 1.09294 -1.35103
Si -0.60206 1.32684 0.08515
C -0.59644 0.69635 1.80193
Cl -2.42960 0.78004 -0.81480
Cl -0.74776 3.42190 0.57225
H 1.46824 0.35653 -0.94402
H 0.33791 0.36216 -2.09796
H 1.04214 2.06818 -1.82359
H -0.72916 -0.42960 1.97808
H 0.35212 0.72117 2.34063
H -1.43714 1.13827 2.49175
O 0.73753 -1.64660 0.30235
Si 0.66671 -2.90014 -0.51697
H -0.54120 -3.35639 -1.17225
H 1.80998 -3.63164 -0.85152
*
```

=====

In kcal/mol, relative to the most stable structure: P 0.0; Q 74.4.